Entry 1:
Computed, not measured: C2F4OS in the gas phase, with ωB97M-V with the def2-TZVPD basis set.

Computed properties:
- energy above the lowest of the compared OMol25 structures with the same formula, charge and spin (eV) = 0.0000
- frontier orbital gap (eV) = 9.05
- multiplicity = 1
- lowest unoccupied orbital energy (eV) = -1.22
- HOMO level (eV) = -10.27

XYZ file:
```
8
C2F4OS (ωB97M-V with the def2-TZVPD basis set)
C 0.23 -0.33 0.34
C -0.09 0.55 -0.84
O -0.29 -1.65 2.50
F 1.49 -0.46 0.63
F 0.88 0.98 -1.63
F -0.75 1.65 -0.45
F -0.95 -0.22 -1.65
S -0.91 -0.78 1.44
```

Entry 2:
Computed, not measured: C35H33N5O4S2Ti as an isolated structure, with ωB97M-V with the def2-TZVPD basis set.

Computed properties:
- ⟨S²⟩ = 0.753
- energy above the lowest of the compared OMol25 structures with the same formula, charge and spin (eV) = 0.0000
- frontier orbital gap (alpha / beta) (eV) = 7.32 / 7.86
- multiplicity = 2
- lowest unoccupied orbital energy (alpha / beta) (eV) = 2.63 / 2.63
- HOMO level (alpha / beta) (eV) = -4.69 / -5.23
- total charge = -1

XYZ file:
```
80
C35H33N5O4S2Ti (ωB97M-V with the def2-TZVPD basis set)
Ti -0.04 0.04 -0.31
C 0.65 1.74 3.77
C 0.07 1.43 2.42
N 0.60 0.53 1.67
N 1.73 -0.11 2.17
C 2.61 -0.35 1.26
S 2.56 0.01 -0.42
S 4.09 -1.20 1.79
C 4.25 -0.62 3.51
C 5.07 0.62 3.62
C 4.58 1.84 3.16
C 5.35 2.99 3.24
C 6.63 2.94 3.79
C 7.13 1.73 4.24
C 6.36 0.58 4.16
C -1.05 2.22 1.90
C -1.99 2.78 2.77
C -3.03 3.57 2.33
C -3.12 3.85 0.96
C -2.21 3.33 0.08
C -1.18 2.48 0.51
O -0.36 1.96 -0.39
H 1.69 2.06 3.65
H 0.10 2.52 4.28
H 0.68 0.83 4.38
H 3.23 -0.47 3.87
H 4.70 -1.44 4.08
H 3.60 1.88 2.71
H 4.96 3.93 2.87
H 7.23 3.84 3.85
H 8.13 1.68 4.66
H 6.76 -0.36 4.51
H -1.91 2.57 3.83
H -3.75 3.97 3.03
H -3.93 4.47 0.60
H -2.29 3.52 -0.99
C 0.14 0.02 -4.79
C -1.19 -0.13 -5.15
C -2.15 -0.21 -4.16
C -1.78 -0.14 -2.82
N -0.48 -0.03 -2.49
C 0.45 0.05 -3.44
C -2.74 -0.19 -1.69
C -4.12 -0.13 -1.94
C -5.01 -0.16 -0.88
C -4.53 -0.24 0.42
C -3.16 -0.29 0.65
C -2.22 -0.25 -0.39
H 0.93 0.08 -5.53
H -1.47 -0.18 -6.19
H -3.19 -0.34 -4.43
H 1.47 0.10 -3.10
H -4.51 -0.05 -2.94
H -6.08 -0.11 -1.06
H -5.22 -0.27 1.26
H -2.80 -0.35 1.67
C -2.85 -4.17 -0.09
C -2.11 -4.55 1.19
C -0.60 -4.23 1.14
C 0.07 -4.60 2.47
C 1.54 -4.22 2.54
C 0.03 -5.06 0.04
O 0.01 -6.28 0.05
N 0.63 -4.37 -0.97
C 0.62 -2.98 -1.16
O 1.10 -2.56 -2.21
N 0.09 -2.19 -0.19
C -0.46 -2.72 0.93
O -0.88 -1.99 1.82
H -3.91 -4.41 0.00
H -2.46 -4.72 -0.95
H -2.77 -3.10 -0.29
H -2.21 -5.62 1.39
H -2.51 -4.00 2.04
H -0.06 -5.68 2.61
H -0.49 -4.09 3.26
H 2.12 -4.72 1.76
H 1.97 -4.50 3.50
H 1.68 -3.14 2.42
H 1.04 -4.90 -1.72
```